Below is a structure of composition C21H25EuN5S, with properties calculated with ωB97M-V with the def2-TZVPD basis set.

Geometry as XYZ:
```
53
Properties=species:S:1:pos:R:3
Eu -0.50327 0.00343 -0.09134
S -1.43290 -1.56626 -2.41460
N 1.32960 0.09272 -1.82465
N -1.17856 1.51007 -2.17506
N 0.03077 2.24098 0.92679
N 1.51148 -0.02284 1.30271
N 0.09042 -2.28553 0.77934
C 0.15191 -1.61360 -3.32427
C 2.03304 1.13403 1.72179
C -2.45987 1.06205 -2.75158
C 3.17334 -1.22460 2.49293
C 2.05193 -1.18536 1.67871
C 1.13645 4.76578 1.19563
C 3.72937 -0.03107 2.91506
C 1.88931 3.63233 1.45239
C -2.40503 -0.34419 -3.34789
C 1.40892 -1.17648 -2.57554
C -0.19188 4.62235 0.83544
C 3.15320 1.16751 2.53292
C -0.10944 1.62398 -3.19200
C 1.34104 -2.43352 1.24489
C -0.69316 3.34068 0.70894
C 1.27353 1.32241 -2.63824
C 1.92558 -3.68068 1.36968
C 1.29981 2.38445 1.33664
C -0.12076 -4.66426 0.63452
C -0.62002 -3.38068 0.50308
C 1.18619 -4.81149 1.05725
H -1.63347 -3.22652 0.15699
H 2.21576 -1.13577 -3.31488
H 2.94629 -3.78217 1.71075
H 1.58082 5.74855 1.29088
H -1.34612 2.44312 -1.81454
H -1.73116 3.18867 0.43318
H -0.09342 2.62163 -3.63515
H 0.00489 -1.04201 -4.23631
H 0.29562 -2.64757 -3.63178
H 1.67539 -1.94553 -1.85200
H 1.62858 -5.79485 1.15537
H 1.97383 1.27065 -3.47871
H -0.82868 5.47839 0.65893
H 4.59396 -0.03447 3.56691
H 1.59786 2.14114 -1.99520
H 2.92564 3.72719 1.74411
H -3.19998 1.09038 -1.95179
H 3.55215 2.10230 2.89940
H 3.58966 -2.16369 2.82757
H -2.81548 1.74309 -3.53031
H -0.74419 -5.51765 0.40411
H -3.41554 -0.74253 -3.40501
H -2.02202 -0.34814 -4.36665
H 2.19998 0.14429 -1.30666
H -0.33688 0.94392 -4.00694
```

Properties
E: -59787.0779 eV
Kohn-Sham gap (spin up / spin down): 6.898 / 8.714 eV
spin multiplicity: 8
charge: +2
HOMO (spin up / spin down): -12.98 / -14.77 eV
F_max: 1.27 eV/A

***

Below is a cluster of 14 separate species, C42H95N13O16 in total, with properties calculated with ωB97M-V with the def2-TZVPD basis set.

Geometry as XYZ:
```
166
Properties=species:S:1:pos:R:3
O -2.59687 -4.23090 -3.98703
O -4.74252 2.12483 -9.26695
O 8.87528 0.79467 2.50347
O 8.27647 -8.52933 -1.79259
O 6.59416 4.74364 5.93649
O 7.53636 6.34892 -3.12207
O 9.76305 -1.08929 1.84708
O -4.41962 -5.21956 4.85942
O -8.42942 1.92652 -3.78240
O 7.65553 -0.52627 1.18381
O -7.21832 1.01526 4.14651
O -5.21590 7.63203 -1.12240
O 5.30775 -2.76699 5.94565
O 1.73595 8.77340 -0.43116
O 0.86781 1.36489 -0.12839
O 2.46067 -8.74232 2.40629
N 6.04795 6.23723 -1.49766
N 4.80383 -4.87319 5.34754
N -3.63525 -5.43761 -5.41054
N -8.46622 -0.24033 -4.39440
N 1.20175 -8.57109 0.62589
N -8.20262 2.90883 4.86777
N -5.50148 -3.55669 3.80740
N -2.86364 1.91719 -7.90874
N 6.67793 -7.02444 -2.00168
N 5.44198 2.81204 6.12987
N -5.75648 6.01989 -2.60762
N -0.50046 8.81853 -1.04577
N -0.67019 -0.27457 -0.00644
C 6.10129 4.83213 -1.26586
C 1.24661 -0.46034 -1.58505
C -7.29708 3.84301 4.17973
C -8.15389 0.75136 -3.58418
C 0.54003 8.52755 -0.27267
C -2.47339 -5.03089 -4.84199
C 7.62735 -7.65891 -1.26819
C -9.11136 -0.09233 -5.71068
C 6.44683 3.62535 6.40678
C -1.64279 0.28866 0.92017
C -3.70970 2.58452 -8.79640
C -1.09328 -5.52942 -5.29346
C -7.68210 0.21158 -2.24839
C -3.79298 -6.32333 -6.51626
C -4.76717 -4.05624 4.79073
C -9.07435 0.74964 5.60390
C 4.50698 -3.59136 5.52444
C 10.27837 0.82362 2.89883
C 10.61783 -0.65987 2.86353
C -8.11502 1.59494 4.79866
C -3.17621 0.66523 -7.33393
C 0.40600 0.32296 -0.53102
C 6.81675 6.91900 -2.31603
C -6.27434 -4.31395 2.87844
C 4.38066 3.04535 5.18233
C 0.41290 -7.47844 1.13621
C -4.44614 5.40886 -2.66245
C 5.90416 -5.90510 -1.56774
C 8.69288 -0.34228 1.82266
C 2.95184 -10.19210 0.49915
C -6.01951 7.09791 -1.89522
C -4.26646 -3.01746 5.74220
C -0.44404 9.56580 -2.24985
C 3.01007 -3.18789 5.37592
C -7.46423 7.55623 -2.08725
C 7.45470 3.19176 7.48788
C 0.26673 7.49915 0.92552
C 7.84885 -7.31793 0.20366
C 6.15407 -5.38891 5.61959
C 6.71994 8.41810 -2.23490
C 2.21733 -9.05866 1.24007
C -3.30734 4.00341 -9.19990
H -7.75219 7.66135 -3.13325
H 0.59796 6.50348 0.63053
H -8.22890 -0.27546 -6.32372
H -2.63648 4.50859 -8.50505
H -4.54066 4.34281 -2.86909
H -9.85086 0.42599 4.91081
H -9.86776 -0.87543 -5.76274
H 5.97162 4.65870 -0.19758
H 7.15849 -7.98124 0.72473
H 4.08956 -5.51305 5.03051
H -7.46433 3.94926 3.10789
H 3.46536 3.33033 5.70110
H 5.94788 8.94307 -2.79742
H 2.22458 -10.83007 -0.00303
H 4.24495 2.10197 4.65343
H 0.75784 7.89361 1.81509
H -0.51272 10.60336 -1.92296
H 0.61725 -1.28229 -1.92621
H -4.86768 -3.24742 6.62183
H 4.67522 3.80577 4.45907
H 10.40147 -1.06016 3.85401
H 11.58204 -1.05356 2.54196
H -1.41710 8.46007 -0.81909
H -8.64651 -0.19572 5.93760
H -6.30527 3.41863 4.33560
H 0.83768 -6.48141 1.25271
H 6.51445 -5.15873 6.62222
H 7.25433 3.70732 8.42711
H 1.69778 0.14023 -2.37491
H -5.67194 -2.56176 3.77336
H -2.55815 0.51124 -6.44939
H 6.44258 -5.07941 -1.10250
H 6.54444 8.64369 -1.18304
H 2.07414 -0.91625 -1.04151
H -1.35352 -0.03799 1.91903
H -2.84163 4.01579 -10.18532
H 0.85694 -8.93877 -0.24934
H -2.63340 -0.06183 0.63041
H -4.21789 0.67995 -7.01331
H -6.91053 -3.59292 2.36515
H -0.60965 -6.11464 -4.51133
H -6.87176 -5.07350 3.38270
H -6.55706 5.63970 -3.09201
H -9.57887 0.85801 -5.96834
H -9.57083 1.29461 6.40679
H -0.88912 -1.20035 -0.34567
H -0.51729 -7.37946 0.57669
H -7.54738 8.48962 -1.53050
H 3.49481 -10.81163 1.21292
H 6.15246 -6.45762 5.40524
H -8.24949 -1.19938 -4.16342
H 7.30966 2.11680 7.59521
H 10.84969 1.38375 2.15859
H 8.50752 3.38695 7.28391
H 6.88391 -5.05882 4.88036
H -1.31278 9.28461 -2.84510
H 7.68059 8.85502 -2.50755
H 0.50015 9.41101 -2.77201
H -3.27241 -7.27985 -6.46948
H -5.62383 -4.84805 2.18586
H -1.13490 -6.17959 -6.16733
H 5.25444 -6.17795 -0.73617
H -4.06977 4.77149 -9.32964
H -1.90936 2.23552 -7.81859
H 0.14611 -7.82131 2.13589
H -4.03892 5.47299 -1.65342
H 3.51208 -9.73274 -0.31523
H 7.53013 -6.31955 0.50326
H 6.93009 4.25812 -1.68024
H 6.68711 -7.20124 -2.99604
H -2.95930 -0.10894 -8.06994
H -7.37848 4.81595 4.66436
H -4.44294 -1.99992 5.39350
H -8.13615 6.81433 -1.65573
H -4.51256 -5.12207 -5.02216
H 5.32842 6.74474 -1.00289
H -0.80595 7.31813 0.99408
H -7.30425 1.07356 -1.69855
H -3.22131 -3.18145 6.00464
H 2.69509 -2.42324 6.08600
H -6.80186 -0.40929 -2.41511
H -3.68113 5.82682 -3.31678
H 2.75370 -2.96710 4.33976
H -4.76965 -6.80125 -6.44004
H 2.35744 -4.02117 5.63632
H -8.39129 -0.33672 -1.62831
H -3.59701 -5.75664 -7.42651
H -9.01688 3.35278 5.26775
H 5.29727 4.37519 -1.84280
H 5.28894 -5.41242 -2.32064
H 10.36310 1.14750 3.93614
H -1.63181 1.37298 1.03070
H 5.54179 1.84768 6.41296
H 8.83553 -7.52950 0.61573
H -0.49329 -4.66021 -5.56288
```

Properties
E: -97226.8878 eV
Kohn-Sham gap: 8.649 eV
spin multiplicity: 1
HOMO: -8.85 eV
F_max: 5.00 eV/A

***

Below is a structure of composition CH4CaIO, with properties calculated with ωB97M-V with the def2-TZVPD basis set.

Geometry as XYZ:
```
8
Properties=species:S:1:pos:R:3
I 4.74504 -1.93079 -0.30490
Ca 9.13240 -4.45581 -1.65301
O -1.63047 0.56067 1.03648
C -2.60231 1.25096 0.28703
H -0.91383 0.22300 0.49427
H -3.23068 0.53762 -0.24624
H -3.25024 1.89327 0.88347
H -2.24992 1.92107 -0.49711
```

Properties
energy relative to the best compared isomer or geometry (same formula, charge and spin): 100.0 kcal per mole
E: -29677.7946 eV
Kohn-Sham gap: 3.289 eV
spin multiplicity: 1
charge: +1
HOMO: -10.98 eV
F_max: 1.24 eV/A

***

Below is the ion C7H12N3O2 with charge +1, with properties calculated with ωB97M-V with the def2-TZVPD basis set.

Geometry as XYZ:
```
24
Properties=species:S:1:pos:R:3
O 1.42491 -0.84442 0.48307
O -0.26819 2.88091 0.00482
N 3.46914 0.19408 0.47309
N 0.15858 0.69790 -0.56094
N 1.53333 1.04168 -0.58696
C -1.05207 -0.87927 0.95551
C 2.18578 0.15470 0.16741
C 0.09010 -1.66315 -1.26314
C 0.09335 -0.66304 -0.09292
C -2.01930 1.32171 0.24898
C -0.67296 1.72961 -0.03359
C -2.24153 -0.17136 0.42591
H 0.52458 -1.22012 -2.12401
H -0.46997 -0.49986 1.85327
H -1.11381 -2.05089 1.09732
H -2.42866 1.65342 1.15680
H 0.72061 -2.52489 -0.93930
H 3.82279 -0.57508 0.89991
H -2.59104 -0.56116 -0.61889
H -3.11496 -0.34232 1.01543
H -1.05489 -1.98603 -1.53484
H 4.13207 0.86396 0.19094
H 1.67105 2.00752 -0.69868
H -2.79893 1.43611 -0.51914
```

Properties
energy relative to the best compared isomer or geometry (same formula, charge and spin): 15.3 kcal per mole
E: -16011.2820 eV
SMILES: C[C@]12CCCC(=O)N1NC(=[NH2+])O2
Kohn-Sham gap: 10.714 eV
spin multiplicity: 1
charge: +1
HOMO: -13.74 eV
F_max: 4.39 eV/A

***

Below is a structure of composition C25H41F4N9SiTm, with properties calculated with ωB97M-V with the def2-TZVPD basis set.

Geometry as XYZ:
```
81
Properties=species:S:1:pos:R:3
Tm 0.18051 -0.10444 -0.08494
Si 0.58830 3.21537 -1.95507
F 2.03509 0.27987 1.28251
F 4.23485 1.40935 2.27028
F -0.59060 3.66014 3.32642
F 1.58692 4.74341 4.28084
N 1.94244 -0.45329 -1.60825
N -0.17587 -3.98469 2.52883
N -0.42687 1.20583 1.67236
N 0.75992 1.50574 -1.60587
N -0.32530 -4.33344 -2.01866
N -0.55538 -2.13333 -1.25265
N -2.47356 0.06993 0.05475
N -0.16544 -3.91796 0.21960
N 0.41110 -2.00356 1.41473
C -3.26813 -2.21606 0.76492
C -2.62420 1.07256 -1.02530
C 1.91080 1.41246 2.07002
C -3.36404 -1.07132 -0.22645
C -4.00994 1.65837 -1.26749
C 2.93067 -1.27551 -1.99284
C 2.99543 3.12362 3.32981
C 0.60881 1.88717 2.26638
C -0.24799 3.45162 -3.60949
C -0.34019 -3.38290 -1.04493
C -2.75952 0.62004 1.39362
C 3.05932 1.98305 2.55678
C 2.25849 4.04893 -1.94484
C 3.11309 -2.54853 -1.21029
C 0.03285 -3.23814 1.42246
C -0.01341 -3.36246 3.83823
C -1.79123 1.69106 1.83910
C 1.73761 0.75789 -2.20092
C 1.73192 3.63124 3.55265
C 3.50916 0.23983 -3.73320
C -0.43225 4.02002 -0.62317
C -0.51270 -5.40410 2.46133
C 3.74200 -0.96143 -3.05778
C 0.57948 3.04709 3.05411
C 2.51905 1.10040 -3.32707
H -0.63831 -1.96043 -2.25173
H 0.28091 -5.99422 1.99257
H -2.22941 -2.42593 1.01345
H -1.95878 2.62409 1.29084
H -3.11367 -1.42575 -1.22747
H -3.78441 1.00647 1.45001
H 4.12210 0.50065 -4.58744
H -0.22704 -4.91759 0.27942
H 1.03653 -3.26312 4.12036
H -3.70944 -3.11173 0.32415
H -0.51864 -3.97879 4.57551
H -0.62159 -5.77648 3.47443
H 4.09304 -2.56376 -0.72999
H -0.28925 5.10379 -0.68229
H 0.14340 4.32124 -4.14425
H -2.03135 1.90535 2.88202
H 3.05938 -3.42327 -1.86117
H -2.69305 -0.21199 2.09597
H -3.80499 -2.01456 1.69226
H 4.53468 -1.63347 -3.35602
H 2.70683 4.12389 -2.93692
H -1.50536 3.84060 -0.72605
H 2.33964 2.02776 -3.85171
H -0.11008 2.57572 -4.25018
H 2.14068 5.06600 -1.56128
H 0.06141 -5.24516 -1.85051
H -4.40130 -0.72210 -0.26351
H 3.87852 3.59583 3.73406
H -1.32458 3.60249 -3.48296
H -3.91851 2.48739 -1.97077
H -2.26681 0.59915 -1.94649
H -0.37511 -4.04401 -2.97995
H -4.70020 0.93667 -1.70302
H -0.48567 -2.38029 3.85654
H 0.55266 -1.64272 2.35084
H 2.35960 -2.63480 -0.42817
H -4.45777 2.05870 -0.35709
H -1.45736 -5.57085 1.94034
H -1.93177 1.88651 -0.81316
H 2.96925 3.52989 -1.29553
H -0.11539 3.70505 0.37441
```

Properties
energy relative to the best compared isomer or geometry (same formula, charge and spin): 0.0 kcal per mole
E: -88279.8786 eV
Kohn-Sham gap (spin up / spin down): 7.441 / 7.439 eV
spin multiplicity: 3
charge: +1
HOMO (spin up / spin down): -9.86 / -9.85 eV
F_max: 1.15 eV/A

***

Below is a cluster of 4 separate species, C29H42BNO4P in total, with properties calculated with ωB97M-V with the def2-TZVPD basis set.

Geometry as XYZ:
```
78
Properties=species:S:1:pos:R:3
P 0.68477 -0.15474 -0.41835
O -1.98164 -1.36245 -3.02634
O 0.38703 -0.18577 1.01984
O 0.73632 -0.96124 -4.21173
O -3.94769 -3.22846 -1.68324
N -0.73717 0.52213 -1.26656
C -0.52891 5.97094 -0.81409
C -0.44726 4.72440 -0.20804
C -0.64142 0.67235 -2.80159
C -4.47883 -3.48798 -2.98665
C -1.38726 -2.68661 -1.07929
C -1.58811 -2.09287 5.54333
C -0.49854 -3.42299 -1.76453
C -1.99661 -0.20408 -0.86477
C 0.61894 6.57651 -1.30587
C -0.07013 -0.94680 4.06610
C 4.90860 2.32757 5.10578
C 6.43056 1.53267 3.42245
C 0.75085 -0.64940 5.14607
C -3.67776 -1.89888 -1.38648
C -1.23734 -1.67190 4.26792
C -2.18216 -1.51966 -1.62085
C -3.55577 -4.33461 -3.86877
C 4.06156 1.48997 3.01913
C -1.82857 -0.03013 -3.46006
C 1.93366 4.69450 -0.58862
C 5.35843 1.24260 2.59052
C 0.78328 4.08843 -0.10133
C 2.09546 0.99556 -3.41576
C -4.00072 -5.80548 -4.04339
C 1.84910 5.94169 -1.19034
C 6.20498 2.07300 4.68038
C -0.76770 -1.79030 6.62106
C 0.40339 -1.07203 6.42165
C 3.83504 2.03539 4.27621
B 0.76319 0.18802 -3.48798
H -5.41447 -4.03312 -2.84739
H -2.53495 -4.32786 -3.49060
H 2.89203 4.19926 -0.49630
H 5.53639 0.82192 1.60849
H -0.82829 1.46856 -0.88000
H 0.34956 -2.99974 -2.30184
H -1.60924 -0.07400 -4.52575
H 0.55577 7.54804 -1.77755
H 0.19851 -0.61723 3.07128
H 1.66455 -0.08834 4.99279
H -3.91773 -6.09197 -5.08937
H 7.04087 2.29696 5.32995
H 2.47131 1.14446 -4.43127
H -2.75369 0.55066 -3.36718
H -5.00932 -5.98016 -3.67393
H -1.34201 4.25480 0.18507
H 3.22096 1.25791 2.37468
H 0.29546 -1.71444 -3.79190
H 2.05223 1.94438 -2.88099
H -1.87867 -1.91156 3.42718
H -4.30566 -1.20917 -1.96048
H -4.72713 -2.56101 -3.50897
H -1.62157 -2.96382 -0.05380
H -3.32972 -6.46048 -3.48708
H 2.83883 0.35583 -2.92616
H -1.04071 -2.11518 7.61652
H 1.79427 0.66894 -0.64900
H 7.44198 1.33724 3.09096
H 2.82355 2.23299 4.60838
H -1.48443 6.47129 -0.89908
H 1.01091 -1.44054 -0.85698
H -0.58745 -4.50085 -1.85155
H -0.74539 1.73922 -3.01742
H 0.84801 3.11468 0.37863
H 1.04563 -0.84174 7.26187
H 4.73465 2.75413 6.08496
H -3.51586 -3.87394 -4.85742
H -2.83379 0.47811 -1.01384
H 2.74247 6.42090 -1.56799
H -3.86960 -1.75816 -0.31609
H -2.49902 -2.65666 5.69856
H -1.96079 -0.40961 0.20480
```

Properties
energy relative to the best compared isomer or geometry (same formula, charge and spin): 0.0 kcal per mole
E: -50390.8129 eV
Kohn-Sham gap: 7.403 eV
spin multiplicity: 1
charge: +1
HOMO: -10.92 eV
F_max: 2.71 eV/A

***

F_max of number 1 (C21H25EuN5S)?
1.27 eV/A

***

Look up the E of the first one.
-59787.0779 eV